Entry from the Open Molecules 2025 dataset: C43H35O5S2Ti as an isolated structure (the ωB97M-V functional and the def2-TZVPD basis).

Geometry as XYZ:
```
86
Properties=species:S:1:pos:R:3:mulliken_charge:R:1
H 3.557 -6.773 -1.962 0.3582
C 2.483 1.074 3.691 0.1487
C 2.515 -6.491 -2.142 -1.6476
H 5.340 2.610 5.797 0.5067
C -1.523 -0.023 1.496 0.2333
C -2.748 4.014 -0.832 -0.6472
C -3.668 0.485 -4.180 -0.9666
H 2.332 -0.101 7.688 0.3742
H -4.744 0.360 -4.116 0.4988
H 1.730 -5.239 0.148 0.4672
H 5.092 3.246 1.157 0.4577
H -1.308 1.607 -6.376 0.4912
H 2.064 -0.175 5.331 0.5905
H -3.656 1.332 1.120 0.4396
C -2.641 2.818 -0.110 1.0825
C 3.305 2.078 3.093 0.0641
H -7.176 4.336 0.283 0.3771
H -1.571 -5.713 0.387 0.4954
H 3.334 -1.243 6.729 0.3447
S 1.989 -0.557 -1.184 0.0131
C -5.056 4.170 -0.134 0.8210
C -1.571 -3.721 1.127 -1.1075
C -1.461 0.249 -3.234 0.8505
H 1.490 -2.823 0.571 0.4625
H -3.326 -0.305 -2.238 0.5094
H -4.047 5.618 -1.370 0.4471
H -1.042 -2.667 -2.591 0.5784
C -1.487 -2.349 0.803 0.9227
C 0.517 0.946 -4.511 -1.1400
C -1.570 -1.352 1.808 -0.8724
C 0.757 0.005 -2.328 1.5288
C -1.171 -0.592 -0.869 -0.3561
C 2.586 -4.085 -2.919 -0.9006
H -1.898 4.419 -1.381 0.4542
C 3.211 2.461 1.763 1.3270
C -1.488 -4.661 0.137 -0.8519
C 2.329 -5.011 -1.901 0.8102
C 2.713 0.585 4.926 -0.1091
C -3.093 1.031 -5.363 -0.7188
H 2.897 -4.439 -3.897 0.4473
S -1.108 2.064 -0.267 0.5085
C 2.052 -2.297 -1.449 1.3103
O 1.341 -0.500 0.267 0.3205
H 2.280 -6.759 -3.173 0.4211
O 4.069 0.718 6.865 -0.3682
H 2.670 -2.025 -3.515 0.4078
C 3.341 -0.415 7.432 -0.8045
H -5.775 2.552 1.093 0.3864
H -3.739 1.327 -6.183 0.4556
C 1.931 -4.534 -0.653 -1.0068
C -1.744 1.185 -5.475 -1.0565
C -6.364 4.920 -0.145 -1.4546
O 2.364 1.857 0.934 -0.3516
H -6.269 5.846 0.436 0.3458
C 4.562 2.195 5.168 -1.0692
H 3.726 3.698 0.124 0.3134
C 3.773 1.133 5.672 0.8987
C -0.888 0.792 -4.415 0.9564
H -1.703 -1.653 2.840 0.5952
C -2.879 0.113 -3.137 -0.8039
C -1.361 0.341 0.121 -0.1578
H 4.961 3.429 3.519 0.4869
C -1.190 -2.961 -1.555 -1.0167
H -1.244 -5.040 -1.986 0.5405
H 2.414 0.708 -3.565 0.6755
H 0.942 1.381 -5.411 0.4813
H 3.937 4.461 1.713 0.4698
H -1.719 -4.016 2.162 0.5209
C -3.953 4.683 -0.824 -0.9412
H 1.895 -7.092 -1.474 0.3839
C -1.299 -4.277 -1.215 -0.8723
C -3.728 2.269 0.581 -0.2676
C -1.300 -1.967 -0.553 0.7947
H 3.882 -0.689 8.320 0.2653
C 1.336 0.571 -3.488 -1.1082
Ti 0.873 0.902 1.358 0.9111
O 1.408 0.573 2.983 -0.4669
C 4.334 2.640 3.916 -1.2318
O -0.229 2.373 1.061 -0.1927
H -1.719 0.718 2.245 0.7581
H -6.637 5.209 -1.162 0.3901
C -4.921 2.957 0.561 -1.1123
C -0.609 -0.149 -2.181 -0.2967
C 1.796 -3.175 -0.405 -0.2265
C 4.036 3.532 1.149 -1.7841
C 2.461 -2.724 -2.708 -0.7913
```

Output
E_HOMO (eV): -15.7
LUMO energy (eV): -9.24
Total charge: +3

Entry from the Open Molecules 2025 dataset: C43H36BClI2N4O4STeTi as an isolated structure (the ωB97M-V functional and the def2-TZVPD basis).

Geometry as XYZ:
```
94
Properties=species:S:1:pos:R:3:mulliken_charge:R:1
N 1.359 -0.410 -2.033 -0.1750
H 3.594 -4.974 0.587 0.3821
C -6.640 -1.582 5.234 2.0722
C 0.857 -3.049 1.000 -0.9341
H -0.649 2.474 -4.102 0.3260
C -1.332 0.036 -3.074 -0.9040
C 1.737 -1.783 -2.292 -1.3121
C -4.262 -2.429 5.082 -0.3992
C 2.481 0.492 -1.775 -1.4235
C -7.307 -2.935 4.947 -1.6203
C -1.401 4.770 0.610 -0.7696
H -7.531 -1.380 7.202 0.4429
C -0.975 4.991 -1.849 -1.0481
H -2.186 -3.930 -0.950 0.3950
H -2.540 -5.179 -3.130 0.3991
H -4.493 -3.089 5.909 0.3215
I 7.070 -1.465 0.659 -0.0261
C -1.652 -1.316 -3.097 0.4181
C -0.769 2.922 -3.126 -1.3640
H -5.958 -2.179 7.225 0.3125
H -0.969 6.072 -1.795 0.3660
H -7.741 -0.617 3.616 0.3593
B -1.816 -0.516 1.768 -0.5641
H 0.949 7.583 4.994 0.3280
C -0.998 2.124 -2.001 0.4064
C -5.247 -1.564 4.598 0.7261
C -0.761 4.328 -3.025 -0.9319
C 2.817 -4.248 0.382 -0.5759
Cl -2.411 -4.220 -5.817 -0.3083
I 1.889 -0.562 3.562 0.0267
C 1.276 5.764 3.766 -0.1943
O 1.183 0.460 0.598 -0.1656
C -2.169 -3.390 -4.274 0.5148
C -4.943 -0.727 3.519 -1.1670
N -1.105 2.031 0.351 0.9652
H -6.729 -3.756 5.375 0.3390
O -1.617 -1.439 -0.715 0.7121
C -3.675 -0.792 2.981 0.2749
C -2.982 -2.490 4.533 -1.9982
H -6.048 -0.434 6.982 0.3834
O -1.563 -1.503 2.758 0.0306
C -1.106 2.596 1.542 -0.0810
C -2.100 -3.424 -1.906 -0.0734
O -3.154 -0.077 1.947 -0.0899
C 1.799 -4.024 1.293 -0.7783
H -1.321 0.579 -4.010 -0.0001
H -7.383 -3.104 3.872 0.3702
H 3.193 0.504 -2.613 0.4360
H 1.745 -4.565 2.228 0.4749
H 0.058 -2.819 1.694 0.5883
H 0.761 -0.074 -2.786 0.4430
C -1.790 -2.089 -1.892 0.3382
C 5.080 -0.802 0.662 -0.3448
Te 2.223 3.437 1.847 -0.2750
Ti -0.556 -0.064 -0.136 0.2411
H -2.230 -3.165 4.920 0.4975
C -1.865 -2.046 -4.307 -1.6367
C 4.514 -0.333 -0.514 -0.5998
C 4.344 -0.867 1.832 -0.2026
C 2.206 5.275 2.880 -0.1230
C 2.422 0.042 0.654 -1.1578
H 3.614 -3.660 -1.532 0.4705
N -1.170 0.794 -1.884 0.7884
C -1.141 4.224 -0.662 0.6685
H -1.038 1.939 2.399 0.5709
H 4.784 -1.242 2.745 0.4362
C -6.534 -1.384 6.752 -1.6476
S 3.460 6.449 2.697 -0.2003
H 2.668 -1.876 -2.871 0.4471
H 0.403 5.190 4.047 0.3541
C 2.835 -3.518 -0.794 -0.9513
H -1.577 5.835 0.704 0.3649
H 3.197 8.515 4.021 0.3456
C -1.049 2.828 -0.750 0.7087
C -7.541 -0.478 4.680 -2.0852
C 2.740 7.565 3.793 -0.4621
H -0.584 4.899 -3.931 0.3467
H -1.787 -1.538 -5.259 0.3697
H 2.076 1.501 -1.655 0.3379
H 0.930 -2.237 -2.877 0.3572
C 3.023 -0.446 1.823 0.4465
C -2.297 -4.127 -3.110 -1.1483
C 3.196 0.080 -0.521 0.8769
H 5.089 -0.308 -1.432 0.4211
H -5.661 -0.038 3.098 0.5396
C -2.712 -1.655 3.474 1.0599
C 1.844 -2.570 -1.011 0.6977
H -8.500 -0.492 5.204 0.4293
H -7.095 0.509 4.818 0.4244
H -1.510 4.352 2.709 0.3986
N 0.891 -2.323 -0.115 1.1649
C 1.576 7.056 4.284 -0.5974
C -1.377 3.961 1.710 -1.0081
H -8.314 -2.966 5.375 0.4274
```

Output
E_HOMO (eV): -0.2
LUMO energy (eV): 3.30
Total charge: -2

Entry from the Open Molecules 2025 dataset: a 8-piece molecular cluster, C43H36F7O3 overall (the ωB97M-V functional and the def2-TZVPD basis).

Geometry as XYZ:
```
89
Properties=species:S:1:pos:R:3:mulliken_charge:R:1
C -0.412 5.549 3.489 -0.8831
H 6.978 -1.072 -3.044 0.3572
C -0.847 -3.920 -3.485 -0.7461
H -2.021 5.885 4.899 0.3515
C 2.724 2.096 1.346 -0.3895
H 5.852 -1.558 -5.207 0.3515
H -2.035 -2.145 3.964 0.3965
H -0.907 -4.156 4.974 0.3675
H 3.385 1.097 -1.887 0.4303
C -2.352 0.822 -5.051 -0.1257
C -2.184 1.965 -5.806 -0.8688
H 5.843 2.259 2.652 0.4415
C -1.134 -4.098 3.917 -0.6269
C -0.989 0.313 5.818 -0.3890
F -3.351 3.651 1.329 -0.3428
H 1.634 1.054 3.865 0.2583
C -1.722 1.049 3.701 -0.0026
C 2.745 0.793 0.903 -0.1198
C 5.960 -0.738 -3.200 -0.6249
C 3.943 0.355 -2.443 -0.4275
H 1.946 0.322 0.341 0.6251
C -0.849 -5.020 1.720 -0.7229
H 5.884 -0.040 1.920 0.4017
C -0.119 4.936 2.287 -0.0572
H -2.694 4.027 -5.863 0.3131
C 0.342 0.496 5.414 -0.8053
H -0.090 -3.212 -3.795 0.5385
H 0.118 -5.713 -4.033 0.3364
O -0.092 0.425 -1.877 -0.1997
C 3.327 -0.086 -3.612 0.2456
H -3.762 -3.754 -1.766 0.4003
H 3.771 -1.014 0.690 0.5052
H -1.963 1.864 -6.860 0.3911
F -2.722 1.163 2.814 -0.3818
C 4.982 1.825 2.160 -0.6872
C 4.959 0.500 1.753 -0.3570
C -1.789 -6.119 -3.097 -0.4538
C -0.439 1.175 3.225 0.8819
C -3.072 3.235 -3.919 -0.8574
C 3.826 2.587 2.036 0.8057
H -3.457 4.189 -3.594 0.4226
F -2.826 -2.048 1.486 -0.2394
O -1.292 1.232 -0.175 -0.6908
C 5.341 -1.073 -4.384 -0.2443
C 4.039 -0.685 -4.619 -0.5879
C -2.336 4.159 2.038 0.5653
F 2.030 0.174 -3.782 -0.1485
C -1.583 -3.976 1.151 0.0486
C -2.885 -5.554 -2.449 0.3497
H -0.905 3.790 0.551 0.4115
H -2.015 -2.288 -2.783 0.2879
H 0.387 5.992 4.064 0.3774
C -2.840 0.828 -3.764 -0.3326
C -1.747 -2.992 3.354 -0.0776
H 1.131 0.294 6.123 0.4256
F -3.835 -6.336 -1.932 -0.3239
C -2.049 0.666 4.991 -0.7751
H -3.091 0.572 5.258 0.4396
C -1.927 -3.367 -2.803 -0.0041
H -0.332 1.324 2.155 0.2199
H 5.760 0.419 -1.369 0.4057
F 3.814 3.840 2.527 -0.3330
O -1.869 -0.736 -0.937 -0.5973
H 1.852 2.721 1.196 0.1448
H -3.662 4.484 3.700 0.4713
H 0.164 1.332 -1.644 0.2507
C -2.641 3.134 -5.247 -0.0981
H -0.479 -5.808 1.076 0.3765
H -3.001 -0.109 -3.247 0.4416
C -2.036 -2.975 2.003 0.0072
H -2.141 -0.113 -5.563 0.3522
C 3.851 -0.022 1.111 -1.0266
H -1.723 -7.197 -3.172 0.3951
C 5.266 0.005 -2.238 -0.1375
H 0.869 5.059 1.855 0.3457
H -1.637 -3.949 0.072 0.4733
C -1.066 4.223 1.531 -0.4265
C 0.584 1.010 4.136 -0.2486
H 3.575 -0.892 -5.576 0.3944
C -1.712 5.363 4.000 -0.2299
C -0.672 -5.105 3.088 -0.3390
C -0.787 -5.298 -3.603 -0.3782
C -3.195 2.048 -3.203 0.5925
C -2.930 -4.178 -2.319 -0.4363
F -3.528 2.070 -1.923 -0.2415
C -2.660 4.630 3.324 -0.5703
H -1.256 0.064 6.839 0.3718
C -1.107 0.263 -0.972 0.2470
H -0.114 -5.981 3.399 0.3393
```

Output
E_HOMO (eV): -4.6
LUMO energy (eV): 2.47
Total charge: -1

> Which value of LUMO energy does entry 1 give?

-9.24 eV